1.
{
  "formula": "C3H7NS",
  "method": "the ωB97M-V functional and the def2-TZVPD basis",
  "charge": 0,
  "e_lumo_ha": 0.0177,
  "fmax_ev_per_a": 7.3,
  "energy_ev": -15545.28287,
  "elements": ["C", "C", "C", "H", "H", "H", "H", "H", "H", "H", "N", "S"],
  "coordinates": [[-2.06060, -0.84247, -0.02078], [-0.95552, 0.03180, -0.14287], [-0.88514, 1.53070, -0.03194], [-1.51080, -1.77940, -0.61621], [-2.47075, -1.30141, 1.17168], [-3.00480, -0.37776, -0.50377], [-0.35878, 1.65071, 0.94533], [-0.60400, 1.89259, -1.12267], [-1.95905, 1.95218, 0.55740], [2.28092, -1.37232, -0.34924], [0.15384, -0.73818, 0.10710], [1.87237, 0.01141, 0.02133]],
  "lowdin_charge": [-0.15, -0.59, -0.11, 0.13, 0.17, 0.09, 0.06, 0.12, 0.15, -0.09, -0.32, 0.54]
}

---

2.
{
  "formula": "C2H8NO2PS",
  "method": "the ωB97M-V functional and the def2-TZVPD basis",
  "charge": 0,
  "e_lumo_ha": 0.0299,
  "fmax_ev_per_a": 7.3,
  "smiles": "NP(O)S.CC=O",
  "energy_ev": -27912.61517,
  "elements": ["N", "P", "O", "S", "H", "H", "H", "H", "C", "C", "O", "H", "H", "H", "H"],
  "coordinates": [[3.54546, -1.28552, -0.11362], [2.02235, -0.70170, 0.16188], [1.50591, -0.70573, -1.38815], [2.09839, 1.40037, 0.45512], [3.74652, -1.70319, 0.74804], [3.96605, -1.68828, -1.03231], [0.57249, -0.40754, -1.48583], [2.37933, 1.22443, 1.74348], [-3.40721, 0.89041, 0.40091], [-2.09381, 0.30026, -0.22289], [-2.02728, -0.14646, -1.34931], [-3.89661, -0.10015, 0.87716], [-4.03699, 1.02294, -0.37558], [-3.18768, 1.57312, 1.10281], [-1.18693, 0.32704, 0.47829]],
  "lowdin_charge": [-0.24, 0.37, -0.38, 0.34, -0.02, 0.11, 0.04, -0.23, -0.02, -0.28, 0.01, 0.14, 0.03, 0.02, 0.11]
}

---

3.
{
  "formula": "CH3NO2",
  "method": "the ωB97M-V functional and the def2-TZVPD basis",
  "charge": 0,
  "e_lumo_ha": 0.0309,
  "fmax_ev_per_a": 5.3,
  "smiles": "O=CNO",
  "energy_ev": -6668.39713,
  "elements": ["O", "C", "N", "O", "H", "H", "H"],
  "coordinates": [[1.52923, -0.76796, -0.09691], [0.89038, 0.22161, -0.05479], [-0.46470, 0.32362, -0.18252], [-1.34668, -0.67506, -0.03853], [1.22728, 1.22849, 0.27183], [-1.08931, 1.19921, 0.00510], [-0.74619, -1.52991, 0.09582]],
  "lowdin_charge": [0.06, -0.40, -0.10, -0.06, 0.13, 0.20, 0.17]
}

---

4.
{
  "formula": "C3H10N4O",
  "method": "the ωB97M-V functional and the def2-TZVPD basis",
  "charge": 0,
  "e_lumo_ha": 0.0321,
  "fmax_ev_per_a": 1.6,
  "smiles": "[H]/N=C\\C.C=NN(N)O",
  "energy_ev": -11276.97863,
  "elements": ["H", "N", "C", "C", "H", "H", "H", "H", "C", "N", "N", "N", "O", "H", "H", "H", "H", "H"],
  "coordinates": [[-2.82170, 0.03469, 0.60582], [-2.31610, 0.31035, -0.23762], [-1.55249, -0.57870, -0.69493], [-1.29576, -1.94028, -0.14451], [-0.99884, -0.31844, -1.59313], [-0.29809, -1.94545, 0.29393], [-2.01764, -2.19729, 0.62894], [-1.32099, -2.68625, -0.93590], [2.59676, 0.32665, -0.81192], [1.53460, 0.99784, -0.64601], [0.68707, 0.81042, 0.33495], [-0.08626, 1.90401, 0.72170], [1.07372, 0.04437, 1.46291], [2.95901, -0.42614, -0.11836], [3.16059, 0.52169, -1.70590], [0.27477, 2.75796, 0.30783], [-1.04998, 1.75150, 0.40832], [1.47134, 0.63309, 2.12390]],
  "lowdin_charge": [0.06, 0.06, -0.32, -0.07, 0.10, 0.07, 0.07, 0.07, -0.04, -0.02, -0.34, 0.07, -0.03, 0.06, 0.05, 0.08, 0.04, 0.10]
}

---

5.
{
  "formula": "C5H6NO",
  "method": "the ωB97M-V functional and the def2-TZVPD basis",
  "charge": 1,
  "e_lumo_ha": [-0.1465, -0.2544],
  "fmax_ev_per_a": 5.2,
  "spin_multiplicity": 3,
  "s_squared": 2.040,
  "energy_ev": -8804.53969,
  "elements": ["C", "C", "C", "C", "C", "N", "O", "H", "H", "H", "H", "H", "H"],
  "coordinates": [[-0.56241, 0.40104, -1.78029], [0.43554, 1.05955, -0.98921], [-0.67024, -0.54241, 0.40545], [1.37527, 0.51483, 1.31354], [-1.27307, -0.47832, -0.98871], [0.42538, 0.33105, 0.28258], [1.73775, -0.36182, 0.34773], [-0.64474, 0.64796, -2.80600], [-1.36399, -0.44491, 1.29641], [-0.38236, -1.64197, 0.57302], [1.83025, 1.64072, 1.27105], [1.16514, 0.11848, 2.38432], [-2.07252, -1.24421, -1.30990]],
  "lowdin_charge": [-0.03, 0.27, -0.11, -0.10, 0.01, -0.18, 0.11, 0.11, 0.18, 0.19, 0.21, 0.19, 0.16]
}

---

6.
{
  "formula": "C4H10NOS",
  "method": "the ωB97M-V functional and the def2-TZVPD basis",
  "charge": 1,
  "e_lumo_ha": [-0.1197, -0.2581],
  "fmax_ev_per_a": 4.8,
  "spin_multiplicity": 3,
  "s_squared": 2.004,
  "energy_ev": -18669.51345,
  "elements": ["C", "C", "C", "C", "N", "O", "S", "H", "H", "H", "H", "H", "H", "H", "H", "H", "H"],
  "coordinates": [[0.11634, -1.78853, -0.86361], [-0.75223, -0.83147, -1.59375], [-0.05709, 0.03991, 0.76779], [0.09913, 2.45158, 1.15977], [0.87605, -0.96087, 0.13593], [0.67151, 1.18658, 0.68215], [-1.63463, 0.15035, -0.21961], [-0.33585, -2.68211, -0.27779], [0.77807, -2.26286, -1.44965], [-0.31281, -0.18134, -2.19816], [-1.58015, -1.11325, -2.21303], [-0.38148, -0.02768, 1.78984], [1.04411, 3.11401, 1.32698], [-0.39233, 2.26652, 2.24341], [-0.75113, 2.70966, 0.40738], [1.18091, -1.64540, 0.80233], [1.43158, -0.42508, -0.50000]],
  "lowdin_charge": [-0.18, -0.35, -0.58, -0.05, 0.11, -0.22, 1.02, 0.18, 0.09, 0.04, 0.09, 0.12, 0.13, 0.13, 0.10, 0.18, 0.17]
}

---

7.
{
  "formula": "C5H4N2",
  "method": "the ωB97M-V functional and the def2-TZVPD basis",
  "charge": 0,
  "e_lumo_ha": -0.0418,
  "fmax_ev_per_a": 5.8,
  "smiles": "CC=C(C#N)C#N",
  "energy_ev": -8226.29108,
  "elements": ["C", "C", "C", "C", "N", "C", "N", "H", "H", "H", "H"],
  "coordinates": [[-1.60394, -0.27103, -0.00029], [-0.13047, -0.95371, -0.17064], [0.88360, 0.03633, 0.08376], [0.52561, 1.37029, -0.10941], [0.21390, 2.49897, -0.02264], [2.42746, -0.19826, 0.04144], [3.60241, 0.00664, -0.06402], [-1.63919, 0.86465, -0.33985], [-1.78312, -0.27213, 1.18499], [-2.41567, -0.94216, -0.60585], [-0.08061, -2.13958, 0.00251]],
  "lowdin_charge": [-0.12, -0.02, -0.25, -0.26, 0.19, -0.13, 0.13, 0.08, 0.12, 0.11, 0.15]
}

---

8.
{
  "formula": "C4H8N2OS",
  "method": "the ωB97M-V functional and the def2-TZVPD basis",
  "charge": 0,
  "e_lumo_ha": -0.0118,
  "fmax_ev_per_a": 5.4,
  "energy_ev": -20135.34359,
  "elements": ["C", "C", "C", "C", "H", "H", "H", "H", "H", "H", "H", "H", "N", "N", "O", "S"],
  "coordinates": [[0.02801, 1.33379, 1.05221], [0.20643, 0.25919, 0.22561], [0.08674, -1.16793, 0.75250], [0.42477, 0.35593, -1.10850], [-0.84208, 2.09325, 2.89465], [-0.83692, 0.19309, 2.79755], [0.36151, 2.35495, 0.80858], [1.26915, -1.50383, 1.18642], [-0.65499, -1.21902, 1.78894], [-0.21840, -1.72077, -1.02921], [0.11350, 1.35149, -1.48113], [-0.34223, -1.08883, -4.42233], [-0.46846, 1.22327, 2.36721], [0.57260, -0.55204, -2.05185], [-0.46847, -2.11156, -0.13913], [0.76883, 0.19901, -3.64152]],
  "lowdin_charge": [-0.12, -0.29, -0.24, -0.32, 0.12, 0.16, 0.13, 0.18, 0.14, 0.04, 0.09, 0.06, 0.01, -0.43, -0.10, 0.56]
}